Entry 1:
Entry from the OMol25 dataset: C11H40MnN18O11 as an isolated structure (ωB97M-V with the def2-TZVPD basis set).

Calculated values
E_HOMO (spin up / spin down)	-11.18 / -11.18	eV
net charge	+1
ΔE to the lowest compared entry with this formula, charge and spin	0.00	kJ/mol
HOMO-LUMO gap (spin up / spin down)	0.289 / 0.123	hartree
spin multiplicity	7
E	-92716.5614	eV

Structure (XYZ):
```
81
C11H40MnN18O11 | the OMol25 dataset | ωB97M-V with the def2-TZVPD basis set
O -0.171 5.600 -2.270
H -4.037 0.761 3.763
H -3.401 -0.345 -5.693
H 0.327 2.759 1.673
H 0.474 -4.743 2.478
H 3.176 -1.426 3.116
C 0.453 3.459 3.460
N -1.671 0.849 -4.616
C -0.209 -5.036 -1.977
H 0.217 -4.343 -3.643
C 4.076 2.927 1.280
H -0.724 -5.228 -0.036
H -0.876 1.307 -4.194
C 1.396 -0.574 3.315
H -3.811 2.258 0.691
H 1.868 4.754 -0.847
O 0.185 -0.551 3.031
H -1.732 3.635 -2.206
H 2.750 -4.142 -0.054
H -2.442 0.647 -3.996
H 1.524 1.318 -0.496
N 2.725 -5.047 0.394
H -0.735 2.819 -1.031
H -0.018 -3.744 -0.439
O 1.414 2.818 3.901
N 1.129 -4.428 1.777
O -0.667 0.958 -6.573
C -0.067 4.607 -1.578
C -3.280 0.833 2.057
N -2.677 -0.091 -6.350
N -0.950 3.648 -1.567
H 3.316 -5.804 0.081
C 0.806 0.530 -0.721
N 0.977 4.277 -0.851
N 2.261 -1.257 2.723
O 0.909 -1.952 0.380
O -0.343 0.872 0.088
H -4.774 1.944 2.697
H 2.709 -0.363 4.864
H -2.834 0.022 -7.342
H -2.170 1.671 0.706
H -4.599 -2.312 -1.025
H -0.023 4.432 5.118
C 1.487 -0.930 -0.533
N 4.010 3.257 0.030
H 2.063 -1.393 1.741
N -3.097 1.678 1.108
C -1.661 0.646 -5.918
O -0.481 -6.088 -2.450
H 4.664 3.922 -0.358
H 0.956 -3.410 -2.239
H 0.799 0.720 -1.794
N -2.032 -1.649 -2.354
N -0.134 3.379 2.323
H 0.956 3.447 -0.275
O 1.864 -6.555 1.830
H 2.842 2.115 2.627
N -3.778 -2.545 -1.565
N -0.100 4.430 4.111
C -2.755 -1.837 -1.301
O 4.698 3.491 2.143
O -2.500 -1.270 -0.214
H 1.120 -3.508 1.360
H -2.437 -1.894 -3.246
H -1.119 3.491 2.131
Mn -0.868 -0.946 1.191
H -0.716 5.039 3.592
H 2.653 1.611 0.925
O -2.417 0.136 2.369
N 0.386 -4.122 -2.672
H -1.634 -0.738 -2.178
N 3.099 2.154 1.651
H 2.534 -0.896 -0.233
C 1.861 -5.373 1.336
N 1.829 -0.141 4.420
H 3.350 2.769 -0.559
H 1.418 -1.401 -1.514
H 1.252 0.574 4.840
H -3.864 -2.975 -2.474
N -0.464 -4.587 -0.772
N -4.261 1.085 2.833
```

These are the Mulliken partial charges, in e, on atoms 1 to 8: -0.67, 0.27, 0.17, -0.21, 0.18, 0.18, 0.52, -0.27



Entry 2:
Entry from the OMol25 dataset: a 11-piece molecular cluster, C11H40N20O13 overall (ωB97M-V with the def2-TZVPD basis set).

Calculated values
E_HOMO	-4.37	eV
net charge	-2
ΔE to the lowest compared entry with this formula, charge and spin	93.78	kJ/mol
HOMO-LUMO gap	0.298	hartree
E	-68491.0459	eV

Structure (XYZ):
```
84
C11H40N20O13 | the OMol25 dataset | ωB97M-V with the def2-TZVPD basis set
N -1.433 1.542 -2.360
H 1.813 -2.279 2.064
N 1.751 2.639 -2.235
C -4.195 0.259 2.183
H 1.127 2.379 -1.488
H -3.300 1.034 -1.009
N 3.184 -1.529 -0.458
C -0.832 4.398 1.069
H 4.778 4.583 1.312
H 0.854 5.174 0.297
O -1.951 4.557 1.565
H -2.636 -1.431 5.948
O -0.489 -2.117 5.256
H 2.791 1.223 0.352
H 3.929 3.880 -2.292
H -1.559 -4.254 0.014
H -2.066 -1.363 2.617
N 2.666 -0.677 -2.394
N -1.271 -1.724 3.102
H 3.795 -1.869 0.260
H -1.214 0.925 -1.567
H -1.028 2.415 0.485
O 1.848 -5.224 3.171
O 0.829 0.392 -0.296
O -1.326 0.009 0.116
H 2.651 -0.562 -3.392
H -4.192 -2.128 -2.167
H 0.516 -5.240 1.152
O -5.183 0.182 2.945
H 3.168 -3.016 2.927
N -3.395 -2.310 -1.596
N -1.936 -3.339 -0.159
O 0.891 4.717 -2.512
H -0.595 -1.336 -2.071
C 1.850 3.970 -2.537
H -3.396 -1.376 4.353
H 1.214 -4.161 -1.861
C -0.098 -0.429 0.070
H -0.755 -1.201 -3.817
H -4.631 1.114 -2.135
N -0.434 3.226 0.523
H 5.577 2.984 1.171
H -0.656 1.877 -2.897
H 0.452 3.090 0.078
C 1.610 -4.233 2.471
C 0.346 -2.770 -3.220
H 2.248 -1.164 -0.288
C 3.583 3.073 0.716
O -3.048 2.097 -3.892
H -3.661 2.107 2.703
O -3.297 -4.620 -1.466
H -2.515 1.292 1.643
N -0.358 -1.632 -3.001
N 2.207 -3.006 2.647
H -1.479 -2.430 -0.180
C -2.707 1.649 -2.777
H -0.443 -1.908 2.566
H 1.984 -0.171 -1.837
H -4.310 -1.703 1.569
N -3.652 1.139 -1.955
O 0.483 -3.264 -4.345
N 3.162 4.391 -2.682
H 3.363 5.270 -3.119
N -3.833 -0.829 1.458
O 0.169 -1.624 0.471
N 0.771 -3.282 -2.045
C 3.655 -1.359 -1.751
O 4.707 -1.762 -2.216
H 2.550 2.060 -2.426
H -3.014 -1.553 -1.052
N 4.797 3.603 1.099
C -2.937 -3.501 -1.104
N -3.403 1.332 2.122
N -2.584 -1.393 4.950
H 0.836 -2.655 -1.255
H 4.317 1.131 1.062
H -2.971 -0.820 0.921
H 0.005 6.202 1.475
C -1.367 -1.812 4.441
N 0.132 5.347 0.974
H 0.558 -3.434 0.942
N 3.606 1.719 0.681
N 0.752 -4.302 1.416
O 2.624 3.807 0.501
```

These are the Mulliken partial charges, in e, on atoms 1 to 8: 0.11, 0.10, -0.04, 0.28, -0.22, 0.14, -0.03, 0.38



Entry 3:
Entry from the OMol25 dataset: a 10-piece molecular cluster, C11H42N12O10 overall (ωB97M-V with the def2-TZVPD basis set).

Calculated values
E_HOMO	-8.68	eV
net charge	0
ΔE to the lowest compared entry with this formula, charge and spin	146.85	kJ/mol
structure (SMILES)	NC(N)=O.NC(N)=O.NC(N)=O.NC(N)=O.NC(N)=O.NC(N)=O.CCO.CO.CO.CO
HOMO-LUMO gap	0.315	hartree
E	-50441.6106	eV

Structure (XYZ):
```
75
C11H42N12O10 | the OMol25 dataset | ωB97M-V with the def2-TZVPD basis set
N -3.628 -0.043 1.220
C -2.463 -1.458 -1.980
O 1.915 3.358 0.814
H -2.881 2.128 -1.367
H -4.377 -0.409 -0.997
H 5.584 1.724 -1.138
H 0.138 -2.824 0.147
H 2.543 4.654 -0.573
C 2.751 -0.726 3.332
H -0.364 1.237 -1.987
H 2.762 1.229 3.093
H 5.520 1.395 0.582
N -0.162 -2.869 1.845
H -3.437 4.015 1.776
H 3.023 -3.889 -2.592
O -5.975 -0.037 1.863
H 2.943 -0.765 0.075
N 2.007 -3.717 -2.329
H -2.350 -0.690 -1.147
C -3.606 3.528 0.810
O -0.910 -0.677 2.418
N -0.670 1.127 -2.918
C -0.103 0.266 -3.720
H -4.544 2.912 0.749
N 1.041 -0.100 -3.305
H -0.577 0.094 0.089
H 4.268 0.151 4.424
C 1.672 -3.163 -1.214
H 0.787 -2.567 2.246
H -2.939 -1.438 1.455
O 2.580 -2.592 -0.375
H 1.358 0.065 -2.366
H -1.688 1.419 -3.077
N 0.464 -3.201 -0.848
H 3.835 -1.550 4.676
N -5.033 0.043 -0.419
C -2.328 2.708 0.499
H 0.426 -0.722 -0.921
C -4.906 -0.033 0.944
H -2.520 -3.079 0.929
C -1.102 -1.975 1.956
O 2.165 -1.935 3.080
O -3.848 -1.816 -1.886
H -3.052 0.494 0.623
H -1.537 3.397 0.220
H 3.699 0.199 1.382
H 1.751 1.569 -0.173
O -0.605 -0.154 -4.908
H 1.084 3.383 0.357
H -4.094 -2.461 -1.222
H -3.458 0.068 2.287
O 0.871 1.368 -0.476
N 5.315 1.093 -0.358
H 1.249 -4.274 -2.791
H 1.547 -0.777 -3.926
C 4.343 0.312 -0.608
H -1.903 2.208 1.373
N -2.299 -2.273 1.509
H -0.197 -3.790 -1.408
C 0.489 0.033 -0.113
H -5.992 0.157 -0.833
H -1.735 -2.273 -1.720
O 3.865 0.013 -1.916
H -0.498 -3.841 2.073
C 2.869 3.850 -0.033
H 0.997 -0.353 0.760
N 2.402 0.347 2.780
O -2.496 1.738 -0.533
H -3.784 4.331 0.057
H 3.663 4.287 0.516
H -2.274 -1.069 -2.912
N 3.689 -0.108 0.395
H 1.666 0.371 2.101
N 3.672 -0.648 4.248
H 3.367 3.032 -0.608
```

These are the Mulliken partial charges, in e, on atoms 1 to 8: 0.16, 0.01, -0.53, 0.23, 0.10, 0.34, 0.05, 0.36



Entry 4:
Entry from the OMol25 dataset: a 10-piece molecular cluster, C11H42N6O10 overall (ωB97M-V with the def2-TZVPD basis set).

Calculated values
E_HOMO	-7.80	eV
net charge	0
ΔE to the lowest compared entry with this formula, charge and spin	283.25	kJ/mol
structure (SMILES)	NC(N)=O.NC(N)=O.NC(N)=O.CCO.CO.CO.CO.CO.CO.CO
HOMO-LUMO gap	0.272	hartree
E	-41498.0466	eV

Structure (XYZ):
```
69
C11H42N6O10 | the OMol25 dataset | ωB97M-V with the def2-TZVPD basis set
O -0.215 -3.051 3.140
H -1.216 -0.197 1.298
C 1.131 -3.034 -1.882
H -3.779 3.023 0.220
H -0.986 2.205 0.496
C 0.423 2.112 -2.996
O -2.929 2.457 -1.563
H 0.510 -3.602 -2.601
O 2.695 -2.643 3.231
H 1.810 3.463 -3.335
H 2.796 0.020 3.486
H 1.989 -3.222 3.460
O 2.989 1.962 -1.066
H 1.419 4.202 -0.391
H -1.816 -1.869 0.480
H -0.758 0.458 -2.565
H 0.995 0.269 0.666
H -3.373 1.160 -0.037
N -1.216 -2.448 1.017
C 1.006 4.607 0.519
H 0.462 -0.653 2.993
H 3.435 -1.774 1.413
O -1.004 0.614 0.777
H 1.750 4.902 1.194
H 2.956 2.038 -2.047
N -2.294 -2.225 2.890
H 0.422 1.255 -0.543
H -4.409 -2.423 -1.169
C -0.018 3.737 1.227
O -0.407 2.970 -2.293
C -3.702 2.149 -0.461
H -0.909 -2.605 -1.546
H 1.038 -4.311 -0.615
C 3.377 0.617 -0.842
H 0.627 0.212 -3.586
C -1.193 -2.652 2.308
O 0.752 -3.389 -0.635
H -0.423 4.215 2.152
C 2.691 -2.544 1.844
H 2.652 -0.041 -1.245
N -3.935 -1.684 -1.759
N -1.949 -2.708 -1.723
H -3.301 1.795 -2.180
H 0.116 0.993 3.458
O -0.983 3.190 0.415
C 0.834 0.198 3.553
H -4.652 2.069 -0.886
C -2.596 -1.612 -1.813
H 0.147 -0.490 -0.559
H 1.669 -2.208 1.580
H -2.989 -1.636 2.448
H -2.265 -2.344 3.922
H 3.313 0.358 0.155
H 0.504 2.802 1.517
C 0.183 0.423 0.002
N 0.097 0.867 -3.018
H 0.970 -0.156 4.626
H 3.013 -3.520 1.450
H 1.939 1.892 -4.247
H -2.416 -3.565 -1.404
O 2.055 0.508 3.067
H 2.058 -3.489 -2.175
O -1.970 -0.385 -1.892
H 1.287 -1.975 -2.083
H 4.381 0.330 -1.170
H -4.451 -0.854 -1.950
H -0.502 -2.809 0.457
N 1.561 2.459 -3.497
H 0.590 5.563 0.335
```

These are the natural (NBO) partial charges, in e, on atoms 1 to 8: -0.74, 0.47, -0.29, 0.19, 0.50, 0.72, -0.67, 0.16



Entry 5:
Entry from the OMol25 dataset: C11H44FeO15S as an isolated structure (ωB97M-V with the def2-TZVPD basis set).

Calculated values
E_HOMO (spin up / spin down)	-11.68 / -11.68	eV
net charge	+1
ΔE to the lowest compared entry with this formula, charge and spin	0.00	kJ/mol
HOMO-LUMO gap (spin up / spin down)	0.301 / 0.213	hartree
spin multiplicity	6
E	-88043.9656	eV

Structure (XYZ):
```
72
C11H44FeO15S | the OMol25 dataset | ωB97M-V with the def2-TZVPD basis set
H 16.176 17.456 -3.438
C 18.626 17.303 -9.087
H 20.202 13.094 -3.875
H 12.505 13.285 -4.922
O 16.057 15.020 -5.557
H 17.513 10.013 -4.255
H 13.556 12.710 -9.456
H 18.671 13.778 -5.020
O 12.760 12.592 -7.514
H 19.568 13.968 -2.562
H 17.396 15.381 -11.598
H 18.493 14.252 -7.218
H 12.730 12.283 -3.531
H 11.132 15.507 -6.753
H 18.370 17.332 -10.146
C 20.363 13.636 -7.054
O 16.885 14.359 -7.810
H 16.084 12.178 -9.854
C 16.428 11.500 -9.073
O 14.200 13.774 -3.707
O 12.868 16.112 -5.975
O 16.150 11.590 -3.943
H 12.669 11.211 -9.060
C 11.676 16.438 -6.594
H 15.012 16.896 -9.513
O 16.278 15.421 -2.917
C 17.022 14.517 -11.048
H 20.292 12.570 -6.840
H 16.127 10.063 -5.334
H 13.492 17.588 -9.213
H 19.448 16.602 -8.946
H 13.623 14.433 -3.314
C 16.855 10.682 -4.809
C 13.964 16.795 -9.793
H 13.788 12.108 -4.853
H 17.265 11.925 -8.519
H 11.829 12.718 -9.329
Fe 16.177 13.677 -4.136
H 16.125 14.909 -10.568
O 17.527 17.261 -8.200
O 17.960 14.134 -10.070
H 17.586 9.889 -9.344
C 13.274 12.872 -4.269
H 17.365 16.334 -8.013
O 19.182 14.230 -6.549
H 15.050 17.019 -2.202
O 13.532 15.445 -9.501
H 11.084 17.110 -5.972
H 14.746 16.524 -3.860
H 13.372 15.559 -6.576
H 15.514 11.034 -3.487
C 19.292 13.200 -3.285
S 15.818 14.291 -6.789
H 11.840 16.980 -7.525
H 16.930 15.659 -2.254
H 17.468 11.136 -5.587
H 19.107 12.268 -2.752
H 19.073 18.288 -8.948
H 13.855 15.130 -8.654
O 15.922 13.087 -5.955
O 14.480 14.508 -7.287
C 15.526 16.645 -3.108
O 16.790 10.249 -9.742
H 21.118 13.980 -6.347
H 17.596 14.217 -9.185
H 13.264 13.400 -7.387
H 15.604 11.281 -8.394
C 12.728 12.286 -8.889
O 18.246 13.570 -4.185
H 20.589 13.915 -8.083
H 16.777 13.759 -11.793
H 13.864 17.060 -10.845
```

These are the Mulliken partial charges, in e, on atoms 1 to 8: 0.34, -0.60, 0.26, 0.20, -0.45, 0.33, 0.10, 0.51



Entry 6:
Entry from the OMol25 dataset: C11H44I2NbO14 as an isolated structure (ωB97M-V with the def2-TZVPD basis set).

Calculated values
E_HOMO	-4.83	eV
net charge	-1
HOMO-LUMO gap	0.247	hartree
E	-58530.0528	eV

Structure (XYZ):
```
72
C11H44I2NbO14 | the OMol25 dataset | ωB97M-V with the def2-TZVPD basis set
H 1.942 1.314 6.440
O -1.837 4.880 -2.303
H 2.127 -0.299 -4.236
H -1.100 3.820 -5.902
H 6.679 -2.777 -1.066
O -1.819 4.066 -5.306
H -1.541 2.585 8.072
O -4.702 5.943 -2.461
C 1.433 -3.058 -0.122
H 2.514 -3.629 2.291
C 0.859 -2.587 -1.510
H -3.767 1.490 5.256
H 4.056 0.912 0.722
C 0.114 -1.192 3.271
I 1.723 0.071 2.524
H 0.708 -5.616 0.944
C -0.872 -2.378 -3.617
C 0.032 -1.380 -4.390
C -0.442 -2.975 -2.224
H -0.679 -0.046 5.131
H 1.979 -2.154 0.348
O -3.020 1.923 4.826
H -2.772 2.625 5.441
H 0.110 3.153 -1.051
O -0.591 4.804 0.256
H 3.430 1.430 -0.565
H -5.954 -2.583 -2.260
C -0.783 -1.934 2.130
H -2.572 -3.864 -3.781
H -1.309 -4.235 0.293
H -1.342 5.153 -0.246
H -0.817 0.837 3.501
H 2.288 -3.810 -0.348
H -1.747 -2.241 2.697
H -0.076 5.587 0.483
H -2.604 4.638 -2.840
O 4.191 -2.015 0.397
C -2.293 -2.846 -4.210
H -0.315 1.774 -0.558
H -0.273 -0.981 -5.420
H -0.899 -4.769 2.710
H 4.051 -1.362 1.093
H -3.085 -2.108 -3.801
H -1.133 -3.727 -1.736
H -2.360 -2.781 -5.345
I -1.444 -0.631 0.518
O -5.027 -2.426 -2.476
O 2.335 2.703 -3.969
H -1.397 4.645 -4.657
H 5.067 -2.378 0.588
O -0.040 2.248 -1.357
O 4.286 1.289 -0.137
C -0.932 -0.180 4.027
H 7.645 -3.666 -0.296
H 1.755 1.114 4.939
H -4.227 6.744 -2.209
C 1.395 -1.007 -3.698
H -4.618 -2.226 -1.623
O 1.420 1.628 5.692
H 2.780 -1.232 -1.873
H 1.574 2.341 -3.494
O 7.004 -2.956 -0.174
Nb 0.095 -3.957 1.427
C 1.771 -1.571 -2.312
H 3.096 2.322 -3.514
H -1.240 1.759 6.828
O -1.961 2.004 7.426
H -5.536 6.003 -1.979
O 1.697 -3.848 2.810
H -1.471 4.029 -2.020
H -2.019 -0.493 3.898
H 0.455 -1.917 4.102
```

These are the Mulliken partial charges, in e, on atoms 1 to 8: 0.30, -0.69, 0.36, 0.31, 0.32, -0.62, 0.30, -0.61



| no. | strongest force on any atom (eV/Å) |
| --- | --- |
| 1 | 9.7 |
| 2 | 3.4 |
| 3 | 9.8 |
| 4 | 10.7 |
| 5 | 7.4 |
| 6 | 4.5 |